[1]
{
  "formula": "C3H8NO",
  "method": "ωB97M-V/def2-TZVPD",
  "species": ["N", "C", "C", "C", "O", "H", "H", "H", "H", "H", "H", "H", "H"],
  "coordinates": [[0.41264, -1.30985, -0.46734], [-1.03995, -0.90250, -0.56274], [-0.93760, 0.64766, -0.22783], [0.18796, 1.00444, 0.86511], [1.39096, 1.04099, 0.56529], [0.45752, -2.26942, -0.02992], [0.85352, -1.34962, -1.34097], [1.07151, -0.72352, 0.13970], [-1.63048, -1.47764, 0.24067], [-1.31311, -1.07154, -1.57291], [-0.66148, 1.15110, -1.26302], [-1.85201, 1.17160, 0.19230], [-0.20413, 0.91250, 1.93590]],
  "homo_lumo_gap_ev": 10.6,
  "homo_ev": -14.885,
  "lumo_energy_ha": -0.1585,
  "total_charge": 1,
  "smiles": "[NH3+]CCC=O"
}



[2]
{
  "formula": "C28H28FIrN5OS",
  "method": "ωB97M-V/def2-TZVPD",
  "species": ["Ir", "C", "C", "C", "C", "C", "N", "C", "C", "C", "C", "C", "C", "C", "N", "C", "C", "C", "N", "C", "C", "N", "C", "C", "C", "N", "H", "H", "H", "H", "H", "H", "H", "H", "H", "H", "H", "H", "H", "H", "H", "H", "H", "H", "C", "C", "C", "C", "C", "C", "C", "S", "C", "O", "H", "H", "H", "H", "H", "H", "H", "H", "H", "H", "F"],
  "coordinates": [[0.49209, -0.46053, 1.17055], [-0.72963, 6.13839, 2.57623], [-0.89566, 4.74713, 2.03406], [-2.06808, 4.02125, 2.24414], [-2.18637, 2.72743, 1.78781], [-1.14471, 2.08387, 1.10073], [-1.26901, 0.74759, 0.73300], [-2.46989, 0.35478, 0.16567], [-3.14342, 1.23461, -0.70514], [-4.32495, 0.89530, -1.32589], [-4.91520, -0.34904, -1.11350], [-6.18856, -0.74443, -1.80513], [-4.25675, -1.23217, -0.26338], [-3.06669, -0.90543, 0.36201], [-2.55852, -1.88143, 1.27131], [-3.20264, -2.49322, 2.29519], [-2.41426, -3.52102, 2.74460], [-1.26853, -3.51395, 1.94058], [-1.38936, -2.53340, 1.06315], [0.02892, 2.82495, 0.87757], [0.13752, 4.12348, 1.34602], [1.11395, 2.32117, 0.10339], [1.89239, 3.01675, -0.75350], [2.87137, 2.17265, -1.21952], [2.62937, 0.95072, -0.58830], [1.56393, 1.04985, 0.20244], [-1.69309, 6.63420, 2.68552], [-0.09584, 6.74616, 1.93113], [-0.26118, 6.10556, 3.56266], [-2.88814, 4.47439, 2.78792], [-3.08790, 2.16218, 1.98774], [-2.68923, 2.19649, -0.90316], [-4.79748, 1.60530, -1.99478], [-6.83044, 0.11998, -1.97288], [-6.74265, -1.48178, -1.22543], [-5.96947, -1.18566, -2.78061], [-4.67828, -2.21420, -0.08193], [-4.16123, -2.13213, 2.62714], [-2.61798, -4.18903, 3.56232], [-0.36318, -4.09656, 1.97029], [1.06342, 4.66299, 1.18414], [1.69689, 4.05197, -0.97764], [3.65286, 2.41083, -1.92003], [3.15851, 0.01342, -0.66640], [4.93704, -0.40633, -3.83928], [4.33380, -1.16832, -2.68696], [3.04604, -1.69051, -2.76349], [2.48906, -2.38983, -1.69789], [3.21740, -2.57104, -0.52675], [4.50184, -2.03731, -0.43037], [5.05293, -1.35281, -1.50541], [2.51208, -3.47242, 0.83501], [3.36560, -5.05949, 0.59942], [-0.55267, -2.11314, 0.13157], [4.39729, -0.59426, -4.76632], [5.98108, -0.68087, -3.98788], [4.90847, 0.66957, -3.64882], [2.47411, -1.56243, -3.67616], [1.48774, -2.79779, -1.76842], [5.06585, -2.16998, 0.48477], [6.05999, -0.95651, -1.42710], [3.17799, -5.42826, -0.40666], [2.95985, -5.76262, 1.32514], [4.43461, -4.94677, 0.76763], [0.21702, -1.16825, 2.96787]],
  "homo_lumo_gap_ev": [8.5, 5.8],
  "spin_multiplicity": 5,
  "homo_ev": [-10.684, -10.726],
  "lumo_energy_ha": [-0.0811, -0.1817],
  "total_charge": 1
}



[3]
{
  "formula": "C21H29F2NO7P2STeV",
  "method": "ωB97M-V/def2-TZVPD",
  "species": ["V", "O", "C", "O", "C", "C", "C", "C", "C", "N", "C", "O", "O", "H", "H", "H", "C", "P", "C", "C", "C", "C", "C", "C", "C", "P", "C", "C", "H", "H", "H", "H", "H", "H", "H", "H", "H", "H", "H", "H", "H", "H", "H", "H", "C", "S", "O", "O", "O", "H", "H", "H", "C", "Te", "C", "H", "H", "H", "H", "H", "H", "F", "C", "F", "H"],
  "coordinates": [[2.13022, -0.80928, 1.10649], [3.69779, 1.66759, -1.77935], [3.19027, 0.77690, -1.13051], [2.20220, 0.79226, -0.34360], [3.64392, -0.63622, -1.42851], [4.22508, -1.03508, -2.60324], [4.39981, -2.39563, -2.83278], [4.13355, -3.27032, -1.77175], [3.58848, -2.73682, -0.60160], [3.41797, -1.48032, -0.47256], [3.20856, -3.67593, 0.55467], [3.31800, -4.84541, 0.34705], [2.66427, -3.15945, 1.61848], [4.38504, -0.35870, -3.42447], [4.80269, -2.81242, -3.73577], [4.20373, -4.32825, -1.98947], [0.10307, -0.33856, 4.43193], [0.23076, -0.18106, 2.59228], [0.11235, 1.66824, 2.43896], [-1.38392, -0.54616, 1.91648], [-2.60162, -0.08204, 2.59203], [-3.82420, -0.35244, 1.98274], [-3.87615, -1.02057, 0.78631], [-2.73627, -1.36770, 0.11335], [-1.45422, -1.24242, 0.67375], [0.13223, -1.79836, -0.15843], [0.06402, -3.64378, -0.11595], [-0.16756, -1.32072, -1.93599], [-0.74274, 0.21735, 4.86455], [1.07007, 0.09435, 4.73645], [-0.04141, -1.34506, 4.79060], [-0.86266, 2.00290, 2.78716], [0.08279, 1.80528, 1.44812], [0.92503, 2.31495, 2.86048], [-2.57404, 0.40332, 3.56911], [-4.72211, 0.09412, 2.36916], [-4.81024, -1.12766, 0.27741], [-2.92446, -1.86206, -0.83893], [-0.97265, -4.02756, -0.16124], [0.42936, -3.93362, 0.87436], [0.64370, -3.97601, -0.97162], [-0.92875, -1.87146, -2.47384], [0.78319, -1.54583, -2.54652], [-0.32532, -0.29842, -1.90238], [-4.26978, 1.80806, -2.38508], [-5.80167, 0.97010, -2.18940], [-5.49314, -0.41493, -2.32394], [-6.65575, 1.47162, -3.31396], [-6.27531, 1.35655, -0.83338], [-3.81456, 1.65804, -3.33328], [-3.61206, 1.44686, -1.63297], [-4.45617, 2.88431, -2.32982], [1.26487, 3.97190, -1.74504], [-0.86694, 4.21738, -2.18767], [-1.54797, 4.69548, -0.35785], [1.73795, 3.85415, -2.67201], [1.34963, 3.02764, -1.13124], [1.41655, 4.84625, -1.10389], [-2.65181, 4.63937, -0.39319], [-1.21923, 5.71325, 0.00749], [-1.20973, 3.97720, 0.40617], [3.19389, 0.11109, 3.81184], [3.60970, 0.10516, 2.46059], [3.83264, 1.52534, 2.20869], [4.62904, -0.27675, 2.52453]],
  "homo_lumo_gap_ev": [6.6, 7.4],
  "spin_multiplicity": 4,
  "homo_ev": [-2.644, -3.441],
  "lumo_energy_ha": [0.1452, 0.1452],
  "total_charge": -2
}



[4]
{
  "formula": "C4H5LiO2Rb",
  "method": "ωB97M-V/def2-TZVPD",
  "species": ["C", "C", "C", "C", "O", "O", "Li", "Rb", "H", "H", "H", "H", "H"],
  "coordinates": [[-1.20369, -0.86070, -1.09397], [-0.57621, -1.37451, 0.14505], [0.74027, -0.63960, 0.12241], [0.88658, 0.64927, 0.55542], [1.98435, 1.31511, 0.62005], [-2.10264, -0.01290, -1.12563], [-3.11935, 1.01334, -0.02310], [4.19939, 4.66695, 1.32853], [-0.73056, -1.15550, -2.05013], [-0.47252, -2.46983, -0.04638], [-1.17652, -1.19138, 1.04581], [1.59854, -1.14833, -0.32505], [-0.02765, 1.20808, 0.84700]],
  "homo_lumo_gap_ev": [1.6, 5.9],
  "spin_multiplicity": 2,
  "homo_ev": [-3.049, -6.618],
  "lumo_energy_ha": [-0.0516, -0.0260]
}



[5]
{
  "formula": "C37H33FMoN6O5S",
  "method": "ωB97M-V/def2-TZVPD",
  "species": ["Mo", "N", "C", "O", "C", "C", "H", "H", "H", "H", "H", "H", "C", "O", "C", "C", "C", "C", "C", "C", "N", "N", "C", "C", "C", "C", "O", "C", "N", "C", "C", "C", "C", "H", "H", "H", "H", "H", "H", "H", "H", "H", "H", "H", "H", "C", "C", "C", "C", "C", "C", "C", "S", "O", "O", "N", "C", "C", "C", "C", "C", "N", "H", "H", "H", "H", "H", "H", "H", "H", "H", "H", "H", "F", "C", "C", "C", "C", "C", "C", "H", "H", "H", "H"],
  "coordinates": [[0.61454, 0.26354, 0.61365], [4.24730, -1.81814, 0.89713], [2.96765, -1.44933, 1.01949], [2.68429, -0.23244, 1.03694], [1.87397, -2.45572, 1.19918], [0.56951, -1.73234, 1.53743], [4.90737, -1.11965, 0.59532], [4.47096, -2.78388, 0.73362], [2.18806, -3.16038, 1.97780], [1.80711, -3.03381, 0.27158], [0.42971, -1.71723, 2.61114], [-0.28190, -2.25757, 1.10140], [6.85744, 3.67589, -1.60874], [5.62652, 3.51156, -2.27625], [4.63757, 4.40100, -1.99313], [3.41028, 4.16252, -2.62306], [2.34330, 5.00024, -2.39399], [2.47883, 6.08008, -1.51210], [3.71011, 6.34803, -0.94929], [4.79320, 5.50387, -1.16661], [1.41913, 7.02523, -1.23231], [0.26861, 6.69430, -0.88382], [-0.05784, 5.33131, -0.58527], [-1.18198, 4.80955, -1.17231], [-1.51906, 3.44822, -1.05288], [-0.72001, 2.58899, -0.31887], [-0.96977, 1.30242, -0.18326], [0.42123, 3.16062, 0.34443], [1.19743, 2.30695, 1.06527], [2.20012, 2.75338, 1.78148], [2.50865, 4.12295, 1.84026], [1.77878, 4.99874, 1.08542], [0.71999, 4.52557, 0.27770], [7.47785, 2.83450, -1.90679], [6.72313, 3.66490, -0.52332], [7.35025, 4.60646, -1.90461], [3.31498, 3.30627, -3.27638], [1.40208, 4.80391, -2.88546], [3.82143, 7.22072, -0.31861], [5.74126, 5.72837, -0.70037], [-1.79117, 5.46467, -1.78228], [-2.40476, 3.05715, -1.53399], [2.77395, 2.01261, 2.32308], [3.31460, 4.46041, 2.47421], [1.99169, 6.06036, 1.11083], [-1.03189, -0.16886, -7.51567], [-0.35749, -0.16296, -6.17477], [-1.07328, 0.13268, -5.01737], [-0.46482, 0.11086, -3.77520], [0.88113, -0.21095, -3.69358], [1.62059, -0.50715, -4.82988], [0.99444, -0.47661, -6.06600], [1.64545, -0.26570, -2.10997], [2.95956, -0.83426, -2.29393], [1.59204, 1.06253, -1.47604], [0.66621, -1.07555, -1.16837], [0.14688, -2.30778, -1.55234], [0.86878, -3.21259, -2.33886], [0.25555, -4.39616, -2.70672], [-1.03222, -4.66247, -2.26343], [-1.64749, -3.71371, -1.46364], [-1.08836, -2.55944, -1.11922], [-1.99609, 0.33466, -7.47795], [-1.20145, -1.19203, -7.85539], [-0.41713, 0.32727, -8.26633], [-2.12371, 0.38259, -5.09167], [-1.02143, 0.33538, -2.87216], [2.66690, -0.75798, -4.73400], [1.56331, -0.70034, -6.95960], [1.87908, -2.98787, -2.64829], [0.78698, -5.10653, -3.32666], [-1.54539, -5.57699, -2.52222], [-2.64934, -3.88191, -1.08469], [-1.55694, 1.68998, 6.36135], [-1.10414, 1.33017, 5.13540], [-1.92187, 1.49456, 4.04064], [-1.43823, 1.13057, 2.78646], [-0.16259, 0.58958, 2.61727], [0.61696, 0.43334, 3.76641], [0.16795, 0.80499, 5.02478], [-2.91524, 1.90313, 4.16562], [-2.08018, 1.27269, 1.92623], [1.61311, 0.00539, 3.69168], [0.77902, 0.68601, 5.90892]],
  "homo_lumo_gap_ev": [7.0, 7.2],
  "spin_multiplicity": 3,
  "homo_ev": [-7.201, -7.475],
  "lumo_energy_ha": [-0.0071, -0.0114]
}



[6]
{
  "formula": "C5H8N2O",
  "method": "ωB97M-V/def2-TZVPD",
  "species": ["C", "N", "C", "C", "C", "C", "O", "N", "H", "H", "H", "H", "H", "H", "H", "H"],
  "coordinates": [[0.48279, -0.64905, 1.78523], [1.23910, -0.94190, 0.78475], [0.66847, -0.75340, -0.49126], [0.77080, 0.70932, -0.92793], [-0.67268, 0.53325, -1.53906], [-0.88320, -0.79653, -0.51229], [-1.11889, 0.32481, 0.55836], [-0.83364, 0.07616, 1.92848], [0.93709, -0.56432, 2.73639], [1.23505, -1.51659, -1.34280], [0.66402, 1.35503, 0.14541], [1.70912, 1.18678, -1.52995], [-0.53185, 0.16061, -2.47913], [-1.31290, 1.46338, -1.31298], [-1.67980, -1.47849, -0.41569], [-0.67349, 0.89093, 2.61248]],
  "homo_lumo_gap_ev": 9.5,
  "homo_ev": -8.569,
  "lumo_energy_ha": 0.0347,
  "smiles": "C1=N[C@@H]2CC[C@@H]2ON1"
}



[7]
{
  "formula": "CH10NO6",
  "method": "ωB97M-V/def2-TZVPD",
  "species": ["N", "C", "O", "O", "H", "H", "H", "H", "O", "H", "H", "O", "H", "H", "O", "H", "H", "O"],
  "coordinates": [[-0.66695, 1.12111, 1.39628], [-0.17876, 0.27609, 0.37450], [-0.64536, -0.90307, 0.34680], [0.67330, 0.82242, -0.40440], [-1.45478, 0.69630, 2.02328], [-0.63292, 2.04210, 0.89561], [-2.45381, -0.81959, -0.41043], [-3.13416, -1.23179, 0.77599], [-3.38962, -0.88707, -0.08917], [3.81479, 0.47430, 0.04014], [2.92276, -0.34155, -0.77771], [3.69791, -0.42157, -0.32489], [0.16447, 2.23716, -0.89005], [0.88532, 3.00408, -0.11919], [0.23170, 3.30660, -0.76883], [0.05274, -2.29879, -0.63156], [-0.20317, -3.86883, -0.43426], [0.31655, -3.20792, -1.00208]],
  "homo_lumo_gap_ev": [11.3, 5.7],
  "spin_multiplicity": 2,
  "homo_ev": [-11.473, -11.454],
  "lumo_energy_ha": [-0.0079, -0.2120]
}



no.,calculated total energy (eV),molecular weight (g mol⁻¹)
1,-6769.9873,74.10
2,-55369.9464,693.85
3,-105901.8684,718.02
4,-9180.8890,177.49
5,-73490.4859,788.71
6,-10335.4619,112.13
7,-14970.8425,132.09